{
  "formula": "N5O15Pb",
  "method": "wB97M-V/def2-TZVPD",
  "de_lowest_kj_mol": 0.0,
  "total_charge": -3,
  "energy_ev": -43393.894,
  "symbols": ["Pb", "N", "O", "O", "O", "N", "O", "O", "O", "N", "O", "O", "O", "N", "O", "O", "O", "N", "O", "O", "O"],
  "xyz": [[0.64, -0.20, 0.15], [-2.76, 0.32, 1.31], [-1.49, 0.39, 1.40], [-3.35, -0.71, 1.57], [-3.38, 1.34, 0.95], [4.60, 0.38, -0.99], [4.73, 0.50, -2.23], [3.51, -0.03, -0.53], [5.55, 0.64, -0.23], [-2.19, -0.61, -2.20], [-3.27, -1.20, -2.13], [-2.00, 0.21, -3.13], [-1.24, -0.88, -1.43], [0.65, 2.89, -0.50], [1.66, 2.17, -0.38], [-0.44, 2.43, -0.13], [0.72, 4.03, -1.01], [-0.50, -2.92, 2.39], [-0.73, -4.12, 2.18], [-0.81, -2.38, 3.44], [0.11, -2.25, 1.50]]
}

***

{
  "formula": "N5O15Pb4",
  "method": "wB97M-V/def2-TZVPD",
  "de_lowest_kj_mol": 319.8,
  "total_charge": 3,
  "energy_ev": -59096.251,
  "symbols": ["Pb", "Pb", "Pb", "Pb", "N", "O", "O", "O", "N", "O", "O", "O", "N", "O", "O", "O", "N", "O", "O", "O", "N", "O", "O", "O"],
  "xyz": [[-1.26, -2.83, 2.40], [-2.18, 2.52, -1.22], [2.15, 0.74, 1.74], [1.45, 0.07, -2.81], [-0.40, -0.20, 0.35], [-1.11, 0.66, -0.26], [-0.72, -0.56, 1.55], [0.76, -0.20, 0.08], [-3.51, 1.81, 2.46], [-3.00, 1.36, 3.49], [-3.01, 1.79, 1.32], [-4.53, 2.45, 2.60], [-1.57, -1.07, -3.78], [-0.93, -1.38, -4.80], [-2.42, -1.90, -3.43], [-0.84, -0.55, -2.93], [3.33, 2.39, -1.22], [2.53, 1.40, -1.20], [3.01, 3.29, -2.06], [4.50, 2.30, -1.26], [2.01, -2.99, 2.30], [0.93, -2.83, 2.94], [2.36, -2.09, 1.58], [2.44, -4.17, 2.17]]
}

***

{
  "formula": "NO3Rb",
  "method": "wB97M-V/def2-TZVPD",
  "de_lowest_kj_mol": 214.1,
  "total_charge": 0,
  "energy_ev": -8282.618,
  "symbols": ["Rb", "N", "O", "O", "O"],
  "xyz": [[-1.82, 23.90, -19.89], [-2.07, 23.95, -17.09], [-1.28, 23.69, -16.14], [-3.04, 23.34, -17.50], [-1.86, 24.74, -17.88]]
}

***

{
  "formula": "NO3Rb5",
  "method": "wB97M-V/def2-TZVPD",
  "de_lowest_kj_mol": 316.1,
  "total_charge": 4,
  "energy_ev": -10870.589,
  "symbols": ["Rb", "Rb", "Rb", "Rb", "Rb", "N", "O", "O", "O"],
  "xyz": [[-1.66, 3.08, -1.29], [-1.44, 0.41, 3.35], [3.02, 1.24, 0.22], [-2.24, -2.85, -0.94], [2.21, -2.40, -1.34], [-0.08, 0.13, 0.02], [-0.21, 0.83, -0.86], [-0.02, -1.02, -0.20], [0.42, 0.58, 1.03]]
}

***

{
  "formula": "NO3S2",
  "method": "wB97M-V/def2-TZVPD",
  "de_lowest_kj_mol": 95.6,
  "total_charge": -1,
  "energy_ev": -29302.658,
  "symbols": ["N", "O", "O", "O", "S", "S"],
  "xyz": [[2.11, 1.11, 0.07], [-1.75, -1.10, 0.68], [1.26, -1.34, -0.01], [-1.82, 1.20, -0.06], [1.02, 0.12, 0.29], [-1.34, -0.15, -0.33]]
}

***

{
  "formula": "NO4P",
  "method": "wB97M-V/def2-TZVPD",
  "de_lowest_kj_mol": 83.5,
  "total_charge": -2,
  "energy_ev": -18966.980,
  "symbols": ["N", "O", "O", "O", "O", "P"],
  "xyz": [[0.23, 0.19, -1.57], [1.45, -0.35, 1.08], [-0.06, 1.21, -2.31], [-0.88, 0.71, 1.69], [-0.70, -1.51, 0.37], [-0.05, -0.25, 0.75]]
}

***

{
  "formula": "NO4S",
  "method": "wB97M-V/def2-TZVPD",
  "de_lowest_kj_mol": 47.5,
  "total_charge": -1,
  "energy_ev": -20514.314,
  "symbols": ["N", "O", "O", "O", "O", "S"],
  "xyz": [[-1.00, -0.04, 0.14], [1.30, -1.39, -0.04], [-0.49, 0.49, -0.95], [-2.21, 0.07, 0.25], [1.79, 0.86, 0.73], [1.52, 0.02, -0.39]]
}

***

{
  "formula": "NO5P",
  "method": "wB97M-V/def2-TZVPD",
  "de_lowest_kj_mol": 64.4,
  "total_charge": -2,
  "energy_ev": -21016.081,
  "symbols": ["N", "O", "O", "O", "O", "O", "P"],
  "xyz": [[-1.68, 0.00, 0.00], [1.96, 0.76, 1.33], [1.88, 0.54, -1.35], [-2.37, -0.50, -0.89], [-2.26, 0.75, 0.83], [1.72, -1.55, 0.06], [1.88, -0.05, 0.02]]
}